Version P
DFT (ωB97M-V/def2-TZVPD) results for the molecule C2H3NOS3.

Structure (ORCA input):
```
! RIJCOSX wB97M-V def2-TZVPD def2/J DEFGRID3
* xyz 0 1
C 0.12325 0.24343 -0.12294
C -1.45757 0.13413 -0.12788
H 2.62395 -0.42492 1.10301
H 0.29766 -1.81530 -0.09768
H -1.33878 1.94218 -0.19416
N 0.80052 -0.93410 -0.17837
O -2.07024 1.27377 -0.26280
S 2.54555 -0.90778 -0.16665
S 0.75459 1.77973 0.02250
S -2.27893 -1.29114 0.02496
*
```

Its SMILES is OC(=S)C(=S)NS. The HOMO-LUMO gap comes out at 0.291 Ha. For the HOMO energy, the calculation gives -9.112 eV. For the LUMO energy, the calculation gives -1.19 eV.

***

Version Q
DFT (ωB97M-V/def2-TZVPD) results for the molecule C2H3NOS3.

Structure (ORCA input):
```
! RIJCOSX wB97M-V def2-TZVPD def2/J DEFGRID3
* xyz 0 1
C -0.20168 1.06897 -0.38306
C -0.09300 -0.27139 0.51782
N -0.62260 -1.20577 -0.43614
O -0.27899 -1.00436 -1.74407
S -0.27240 2.57618 0.30890
S -0.35552 0.74528 -2.01415
S 1.73115 -0.45068 0.86554
H -0.71800 0.01822 1.34737
H -0.84954 -2.15945 -0.14233
H 1.66059 0.68301 1.68013
*
```

Its SMILES is S=C1SON[C@H]1S. The HOMO-LUMO gap comes out at 0.301 Ha. For the HOMO energy, the calculation gives -8.749 eV. For the LUMO energy, the calculation gives -0.56 eV.

***

Version R
DFT (ωB97M-V/def2-TZVPD) results for a cluster of 2 separate species, C2H3NOS3 in total.

Structure (ORCA input):
```
! RIJCOSX wB97M-V def2-TZVPD def2/J DEFGRID3
* xyz 0 1
C 0.35583 0.47378 -0.07563
C -2.07311 0.30441 -0.00906
N 0.70975 -0.76417 -0.07853
O 0.67627 1.60544 -0.09840
S -2.72807 -0.94677 -1.07278
S -2.42280 -1.14532 0.97430
S -2.68248 1.91750 0.24425
H -0.00887 -1.47721 0.01914
H 1.67934 -1.06007 -0.14160
H -1.46838 2.48582 0.17926
*
```

The HOMO-LUMO gap comes out at 0.293 Ha. For the HOMO energy, the calculation gives -7.981 eV. For the LUMO energy, the calculation gives -0.02 eV.

***

What should be chosen as the least stable of them? Choose version Q.

***

Version P
DFT (ωB97M-V/def2-TZVPD) results for the molecule C5H10FP.

Structure (ORCA input):
```
! RIJCOSX wB97M-V def2-TZVPD def2/J DEFGRID3
* xyz 0 1
C 1.53852 -0.07283 -0.23134
C 0.24380 -0.20201 -0.57929
C 2.75810 -0.59246 -0.88258
C -1.74366 1.35956 -0.11401
C -0.93748 0.19688 0.29700
F -0.40109 0.51501 1.63021
P -2.05859 -1.25594 0.62230
H 1.60066 0.34644 0.77222
H 0.04940 -0.75187 -1.44122
H 3.54887 0.06076 -0.72571
H 3.11297 -1.51302 -0.22219
H 2.48750 -0.94882 -1.80717
H -2.68712 1.32384 0.33677
H -1.26901 2.24705 0.23255
H -1.86540 1.24135 -1.23309
H -2.94095 -0.46267 1.54357
H -1.43652 -1.49129 1.80196
*
```

Its SMILES is C/C=C/[C@](C)(F)P. The HOMO-LUMO gap comes out at 0.377 Ha. For the HOMO energy, the calculation gives -9.273 eV. For the LUMO energy, the calculation gives 1.00 eV.

***

Version Q
DFT (ωB97M-V/def2-TZVPD) results for the molecule C5H10FP.

Structure (ORCA input):
```
! RIJCOSX wB97M-V def2-TZVPD def2/J DEFGRID3
* xyz 0 1
C -0.85225 -0.59216 -0.91501
C 0.41094 -0.34254 -0.76008
C -1.57822 -1.00653 -2.21756
C 0.87405 1.69435 1.04688
C 1.16514 0.17009 0.80787
F 2.56300 -0.01441 0.62656
P 0.59652 -0.97230 2.16448
H -1.56550 -0.60766 -0.08508
H 1.31382 -0.35455 -1.41744
H -2.24873 -0.25740 -2.57868
H -0.89758 -1.15070 -2.98458
H -2.06108 -1.89567 -2.10502
H 0.78742 1.87361 2.06770
H 1.75478 2.24085 0.68024
H 0.07985 2.01927 0.46251
H -0.84426 -0.94428 2.06127
H 0.50210 0.14004 3.14595
*
```

Its SMILES is C/C=C/[C@](C)(F)P. The HOMO-LUMO gap comes out at 0.388 Ha. For the HOMO energy, the calculation gives -9.594 eV. For the LUMO energy, the calculation gives 0.98 eV.

***

What should be chosen as the least stable of them? Choose version Q.

***

Version P
DFT (ωB97M-V/def2-TZVPD) results for the molecule C4H5N3.

Structure (ORCA input):
```
! RIJCOSX wB97M-V def2-TZVPD def2/J DEFGRID3
* xyz 0 1
C 0.89314 1.73937 1.27696
C -0.08552 1.10882 0.71483
C -0.30117 0.05399 -0.22786
C 0.41864 -0.93744 -0.68951
H 0.61234 2.64216 1.77748
H 1.89182 1.33716 1.02405
H -1.13476 1.55741 0.74923
H 1.58718 -0.62419 -0.70821
H -0.17335 -3.07298 -1.35425
N -0.43235 -1.91849 -1.22908
N -1.66024 -1.49426 -1.01898
N -1.61573 -0.39156 -0.31465
*
```

Its SMILES is C=Cc1c[nH]nn1. The HOMO-LUMO gap comes out at 0.363 Ha. For the HOMO energy, the calculation gives -9.354 eV. For the LUMO energy, the calculation gives 0.53 eV.

***

Version Q
DFT (ωB97M-V/def2-TZVPD) results for the molecule C4H5N3.

Structure (ORCA input):
```
! RIJCOSX wB97M-V def2-TZVPD def2/J DEFGRID3
* xyz 0 1
N 0.87815 1.43404 -1.25231
C 0.50131 0.64567 -0.23435
C 0.29401 -0.71009 -0.40485
N 0.52774 -1.54829 0.69442
C -0.32768 -1.30270 1.63078
N -1.27692 -0.33715 1.44878
C -0.94248 0.32690 0.35800
H 1.08535 1.07580 -2.18294
H 0.93026 2.43245 -1.16540
H 0.28879 -1.18002 -1.37955
H -0.30754 -1.87355 2.54894
H -1.65098 1.03694 -0.06151
*
```

The HOMO-LUMO gap comes out at 0.313 Ha. For the HOMO energy, the calculation gives -8.511 eV. For the LUMO energy, the calculation gives -0.01 eV.

***

What should be chosen as the least stable of them? Choose version P.

***

Version P
DFT (ωB97M-V/def2-TZVPD) results for the molecule C4H5N3.

Structure (ORCA input):
```
! RIJCOSX wB97M-V def2-TZVPD def2/J DEFGRID3
* xyz 0 1
N 2.23260 -0.12307 -0.04086
C 1.13452 0.49528 0.32335
C -0.07118 -0.42205 0.20058
N -0.99667 -0.17900 1.29314
C -1.95730 0.47605 0.76122
N -1.89347 0.72865 -0.63657
C -0.79135 0.17494 -0.98461
H 2.32013 -1.11651 -0.27173
H 3.09547 0.40177 -0.07698
H 0.13536 -1.50498 0.10468
H -2.80530 0.84952 1.32609
H -0.40281 0.21939 -1.99831
*
```

The HOMO-LUMO gap comes out at 0.343 Ha. For the HOMO energy, the calculation gives -8.859 eV. For the LUMO energy, the calculation gives 0.47 eV.

***

Version Q
DFT (ωB97M-V/def2-TZVPD) results for a structure of composition C4H5N3.

Structure (ORCA input):
```
! RIJCOSX wB97M-V def2-TZVPD def2/J DEFGRID3
* xyz 0 1
C -1.31610 -0.58365 -0.99696
C -0.20584 -0.16538 -0.19583
C 1.22355 0.13208 -0.46134
C 1.20477 0.43200 1.10234
N -2.43874 -0.32791 -0.38498
N -3.10314 0.13278 0.44546
N -0.30548 0.16807 1.09948
H -1.26502 -1.22673 -1.78618
H 1.73444 -0.72843 -0.96901
H 1.08559 1.08763 -1.03194
H 1.72495 -0.33709 1.81023
H 1.66102 1.41662 1.36873
*
```

The HOMO-LUMO gap comes out at 0.323 Ha. For the HOMO energy, the calculation gives -8.508 eV. For the LUMO energy, the calculation gives 0.27 eV.

***

What should be chosen as the least stable of them? Choose version Q.

***

Version P
DFT (ωB97M-V/def2-TZVPD) results for the molecule CHN2P.

Structure (ORCA input):
```
! RIJCOSX wB97M-V def2-TZVPD def2/J DEFGRID3
* xyz 0 1
C 3.15067 0.01095 -0.01426
N 1.86447 0.17518 0.05214
N 4.27757 -0.29979 0.00547
P 0.50873 0.83653 -0.14058
H -0.41453 -0.04171 0.85785
*
```

Its SMILES is [H]/P=N/C#N. The HOMO-LUMO gap comes out at 0.282 Ha. For the HOMO energy, the calculation gives -9.537 eV. For the LUMO energy, the calculation gives -1.85 eV.

***

Version Q
DFT (ωB97M-V/def2-TZVPD) results for the molecule CHN2P.

Structure (ORCA input):
```
! RIJCOSX wB97M-V def2-TZVPD def2/J DEFGRID3
* xyz 0 1
C -1.20327 0.11683 -0.11487
N -2.34661 0.15558 0.03400
N 0.12012 0.31940 -0.11539
P 1.36164 -0.88321 -0.01175
H 2.06812 0.29140 0.20801
*
```

Its SMILES is [H]/P=N/C#N. The HOMO-LUMO gap (alpha / beta) comes out at 0.288 / 0.288 Ha. For the HOMO energy (alpha / beta), the calculation gives -10.146 / -10.146 eV. For the LUMO energy (alpha / beta), the calculation gives -2.30 / -2.30 eV.

***

What should be chosen as the least stable of them? Choose version Q.